1.
C37H72ClF9N2O2Si2 | wB97M-V/def2-TZVPD

Last column: Mulliken charge in e.
Atoms and positions in Å:
C (0.194, 5.311, 1.998)  -0.923
O (1.559, 5.070, 1.650)  -0.201
C (2.267, 4.485, 2.720)  -0.819
C (3.627, 4.032, 2.221)  -0.242
C (4.529, 3.634, 3.412)  -1.124
C (4.977, 2.172, 3.389)  -0.846
C (4.067, 1.221, 4.179)  -0.306
Si (5.194, -0.037, 4.961)  0.214
Cl (4.269, -0.969, 6.583)  -0.317
O (5.892, -1.119, 3.931)  -0.462
Si (5.080, -2.248, 3.029)  0.260
C (6.327, -3.645, 2.787)  -0.949
N (6.804, -3.963, 4.164)  -0.540
C (3.566, -3.014, 3.796)  -1.197
C (2.222, -2.260, 3.722)  0.458
C (1.041, -3.228, 3.812)  -1.565
C (0.084, -3.197, 2.630)  -0.756
N (-0.361, -1.849, 2.328)  1.063
C (-0.142, -1.251, 1.148)  -0.663
C (-0.678, 0.043, 1.203)  -0.932
C (-1.240, 0.166, 2.481)  -0.778
C (-1.041, -1.017, 3.179)  -0.953
C (4.755, -1.517, 1.255)  0.818
F (5.964, -1.229, 0.711)  -0.331
F (4.062, -0.338, 1.327)  -0.260
C (3.992, -2.409, 0.285)  0.652
F (4.441, -3.683, 0.402)  -0.314
F (2.682, -2.418, 0.610)  -0.131
C (4.103, -2.056, -1.230)  0.453
F (3.275, -2.910, -1.869)  -0.296
F (5.347, -2.269, -1.678)  -0.267
C (3.663, -0.630, -1.634)  0.572
F (3.527, -0.619, -2.977)  -0.278
F (4.592, 0.272, -1.296)  -0.221
F (2.492, -0.305, -1.083)  -0.158
H (-0.031, 6.352, 1.806)  0.271
H (-0.442, 4.732, 1.337)  0.263
H (-0.002, 5.059, 3.028)  0.465
H (2.436, 5.225, 3.500)  0.341
H (1.756, 3.618, 3.133)  0.450
H (4.073, 4.836, 1.653)  0.313
H (3.474, 3.196, 1.548)  0.190
H (5.408, 4.258, 3.337)  0.360
H (3.999, 3.868, 4.327)  0.494
H (5.986, 2.148, 3.787)  0.583
H (5.058, 1.871, 2.353)  0.132
H (3.251, 0.834, 3.583)  0.107
H (3.654, 1.787, 5.007)  0.751
H (6.303, 0.715, 5.566)  -0.243
H (5.831, -4.513, 2.380)  0.377
H (7.134, -3.320, 2.143)  0.439
H (6.594, -4.921, 4.386)  0.214
H (7.799, -3.826, 4.214)  0.206
H (3.777, -3.327, 4.808)  0.571
H (3.425, -3.937, 3.237)  0.574
H (2.174, -1.629, 4.600)  0.277
H (2.161, -1.587, 2.877)  0.040
H (0.456, -2.975, 4.688)  0.460
H (1.373, -4.242, 3.985)  0.559
H (0.541, -3.647, 1.760)  0.402
H (-0.782, -3.802, 2.874)  0.384
H (0.361, -1.638, 0.287)  0.614
H (-0.632, 0.764, 0.418)  0.646
H (-1.740, 1.026, 2.880)  0.559
H (-1.342, -1.277, 4.168)  0.497
C (-4.217, -2.410, 1.491)  -1.161
C (-3.395, -3.211, 0.490)  0.234
C (-4.233, -3.831, -0.628)  -0.644
C (-5.271, -4.849, -0.154)  -0.779
C (-4.703, -6.023, 0.642)  -0.405
C (-3.726, -6.882, -0.158)  -1.213
H (-4.948, -3.028, 2.016)  0.331
H (-3.560, -1.966, 2.241)  0.256
H (-4.755, -1.597, 0.999)  0.287
H (-2.829, -3.989, 1.011)  0.028
H (-2.658, -2.534, 0.051)  0.175
H (-3.565, -4.303, -1.355)  0.325
H (-4.755, -3.039, -1.174)  0.279
H (-5.801, -5.238, -1.029)  0.370
H (-6.027, -4.345, 0.453)  0.314
H (-5.534, -6.651, 0.972)  0.408
H (-4.214, -5.663, 1.551)  0.235
H (-4.206, -7.285, -1.052)  0.303
H (-3.375, -7.724, 0.440)  0.382
H (-2.850, -6.312, -0.470)  0.282
C (2.393, 5.954, -1.482)  -1.032
C (1.481, 7.176, -1.458)  -0.423
C (-0.002, 6.835, -1.582)  -0.220
C (-0.398, 6.154, -2.891)  -0.794
C (-0.047, 6.942, -4.153)  -0.444
C (-0.750, 8.294, -4.242)  -1.187
H (2.322, 5.410, -2.426)  0.300
H (3.434, 6.256, -1.357)  0.377
H (2.143, 5.271, -0.670)  0.151
H (1.774, 7.872, -2.249)  0.346
H (1.635, 7.705, -0.514)  0.355
H (-0.587, 7.751, -1.456)  0.318
H (-0.288, 6.182, -0.752)  -0.035
H (-1.477, 5.971, -2.873)  0.422
H (0.072, 5.168, -2.949)  0.320
H (-0.325, 6.342, -5.023)  0.379
H (1.034, 7.089, -4.217)  0.234
H (-1.835, 8.172, -4.217)  0.291
H (-0.492, 8.801, -5.172)  0.381
H (-0.464, 8.952, -3.420)  0.282
C (-5.680, 0.857, -5.572)  -1.197
C (-4.858, -0.414, -5.760)  -0.266
C (-5.577, -1.480, -6.582)  -0.699
C (-6.876, -1.995, -5.963)  -0.839
C (-6.730, -2.589, -4.563)  -0.313
C (-5.825, -3.817, -4.521)  -0.777
H (-6.603, 0.664, -5.024)  0.281
H (-5.116, 1.600, -5.008)  0.374
H (-5.943, 1.298, -6.536)  0.298
H (-4.573, -0.815, -4.784)  0.186
H (-3.924, -0.158, -6.267)  0.354
H (-4.895, -2.317, -6.755)  0.307
H (-5.804, -1.072, -7.572)  0.389
H (-7.299, -2.755, -6.627)  0.374
H (-7.611, -1.186, -5.929)  0.328
H (-7.723, -2.872, -4.204)  0.402
H (-6.358, -1.834, -3.865)  0.200
H (-6.205, -4.597, -5.183)  0.354
H (-5.781, -4.226, -3.510)  -0.015
H (-4.804, -3.578, -4.823)  0.274

Output
frontier orbital gap: 8.718 eV
energy above the lowest of the compared OMol25 structures with the same formula, charge and spin: 0.0 kcal per mole
calculated total energy: -3651.12417 Eh
spin multiplicity: 1

2.
C37H72Na2O30 | wB97M-V/def2-TZVPD

Last column: Mulliken charge in e.
Atoms and positions in Å:
Na (18.987, -14.984, -6.943)  0.845
Na (18.313, -18.613, -4.081)  0.269
C (19.641, -16.559, -4.960)  0.600
O (19.466, -16.778, -3.682)  -0.079
O (20.356, -15.558, -5.401)  -1.076
O (18.865, -17.269, -5.872)  -0.537
C (12.416, -18.717, -4.389)  -1.629
C (13.736, -19.137, -3.916)  0.466
O (14.084, -18.365, -2.761)  -0.276
C (15.339, -18.156, -2.486)  0.303
O (16.306, -18.534, -3.113)  0.017
O (15.352, -17.468, -1.377)  -0.240
C (16.581, -16.913, -0.876)  -0.224
H (11.914, -19.455, -4.952)  0.326
H (12.300, -17.767, -4.819)  0.360
H (11.738, -18.724, -3.502)  0.395
H (14.464, -19.041, -4.670)  0.004
H (13.774, -20.192, -3.656)  0.217
H (16.882, -17.517, -0.001)  0.043
H (16.442, -15.894, -0.575)  0.416
H (17.361, -16.932, -1.589)  -0.127
C (25.815, -15.719, 0.556)  -1.259
C (24.893, -16.716, -0.149)  -0.246
O (23.523, -16.194, -0.185)  -0.278
C (23.064, -15.810, -1.425)  0.799
O (23.547, -16.171, -2.492)  -0.648
O (22.038, -15.081, -1.248)  -0.411
C (21.324, -14.598, -2.366)  -0.213
H (25.294, -15.364, 1.443)  0.317
H (26.081, -14.828, 0.051)  0.344
H (26.718, -16.231, 0.983)  0.342
H (24.805, -17.674, 0.362)  0.303
H (25.215, -16.952, -1.145)  0.369
H (21.242, -15.380, -3.151)  0.114
H (21.818, -13.674, -2.710)  0.419
H (20.291, -14.454, -1.960)  0.031
C (17.040, -21.500, -4.386)  -0.186
C (16.958, -21.534, -5.862)  0.229
O (15.955, -22.454, -6.417)  -0.474
C (14.792, -21.884, -6.479)  0.627
O (14.576, -20.746, -6.276)  -0.472
O (13.870, -22.778, -6.830)  -0.424
C (12.552, -22.270, -7.047)  -0.513
H (17.918, -21.014, -3.993)  0.089
H (17.265, -22.507, -3.923)  0.264
H (16.141, -21.167, -3.920)  -0.091
H (17.905, -21.909, -6.197)  0.424
H (16.698, -20.512, -6.253)  -0.132
H (12.178, -21.810, -6.079)  0.175
H (11.940, -23.155, -7.389)  0.236
H (12.508, -21.535, -7.875)  0.264
C (18.460, -15.520, -12.365)  -1.298
C (18.032, -15.556, -10.903)  -0.075
O (19.042, -16.384, -10.240)  -0.251
C (19.958, -15.911, -9.521)  1.088
O (20.085, -14.790, -9.058)  -0.741
O (20.858, -16.938, -9.389)  -0.368
C (21.969, -16.719, -8.420)  -0.501
H (19.370, -14.851, -12.472)  0.292
H (17.681, -15.092, -13.023)  0.388
H (18.787, -16.466, -12.682)  0.348
H (17.072, -16.069, -10.754)  0.235
H (17.920, -14.590, -10.409)  0.306
H (22.869, -16.676, -8.997)  0.354
H (21.994, -17.431, -7.635)  0.027
H (21.896, -15.781, -7.937)  0.325
C (22.873, -20.317, -3.799)  -1.416
C (22.239, -19.177, -4.462)  1.266
O (22.038, -19.454, -5.857)  -0.440
C (20.829, -19.756, -6.194)  0.568
O (19.924, -20.001, -5.410)  -0.280
O (20.696, -19.644, -7.483)  -0.427
C (19.413, -19.636, -8.038)  0.193
H (23.766, -20.530, -4.310)  0.465
H (22.204, -21.147, -3.611)  0.308
H (23.330, -19.969, -2.833)  0.295
H (22.860, -18.230, -4.379)  0.159
H (21.293, -18.824, -4.013)  -0.639
H (18.990, -18.598, -8.065)  -0.128
H (18.675, -20.234, -7.503)  -0.356
H (19.442, -20.081, -9.062)  0.400
C (14.273, -19.580, 0.672)  -0.735
C (15.259, -20.289, 1.662)  -0.434
O (16.565, -19.671, 1.489)  -0.042
C (17.547, -20.098, 2.351)  0.543
O (17.476, -20.981, 3.128)  -0.566
O (18.591, -19.378, 2.066)  -0.158
C (19.753, -19.788, 2.820)  -0.891
H (14.167, -18.550, 0.897)  0.311
H (13.328, -20.131, 0.605)  0.433
H (14.729, -19.627, -0.284)  -0.095
H (15.394, -21.300, 1.256)  0.280
H (14.968, -20.294, 2.700)  0.376
H (19.588, -19.716, 3.889)  0.388
H (20.672, -19.290, 2.491)  0.206
H (19.893, -20.863, 2.621)  0.334
C (14.503, -17.169, -7.178)  -1.128
C (15.639, -16.175, -6.991)  1.057
O (15.061, -14.933, -7.359)  -0.429
C (15.902, -13.904, -7.577)  0.867
O (17.081, -13.930, -7.523)  -0.536
O (15.205, -12.861, -7.936)  -0.411
C (15.955, -11.650, -7.929)  -0.587
H (13.672, -16.951, -6.456)  0.082
H (14.981, -18.164, -6.992)  0.121
H (14.149, -17.082, -8.179)  0.522
H (16.559, -16.426, -7.629)  -0.156
H (16.132, -16.041, -6.025)  -0.239
H (15.969, -11.261, -6.877)  0.211
H (15.396, -11.073, -8.596)  0.296
H (16.991, -11.816, -8.271)  0.252
C (14.301, -14.570, -2.419)  -1.408
C (15.161, -14.901, -3.639)  0.170
O (16.563, -14.234, -3.636)  0.164
C (16.457, -12.907, -4.061)  0.392
O (15.422, -12.380, -4.333)  -0.597
O (17.591, -12.296, -4.151)  -0.430
C (18.878, -12.946, -4.002)  -0.195
H (13.791, -13.637, -2.494)  0.530
H (14.944, -14.645, -1.544)  0.283
H (13.583, -15.396, -2.236)  0.294
H (14.865, -14.756, -4.645)  0.672
H (15.505, -15.928, -3.586)  -0.294
H (19.481, -12.604, -4.858)  0.319
H (18.950, -14.033, -4.036)  -0.144
H (19.297, -12.508, -3.084)  0.350
C (19.967, -17.076, -0.261)  -0.293
C (20.768, -18.036, -1.131)  1.175
O (20.639, -19.370, -0.630)  -0.476
C (19.564, -19.998, -1.005)  -0.049
O (18.778, -19.707, -1.853)  0.616
O (19.456, -21.209, -0.365)  -0.407
C (18.432, -22.159, -0.690)  -0.606
H (19.621, -16.167, -0.746)  -0.078
H (20.547, -16.764, 0.617)  0.279
H (19.079, -17.599, 0.132)  -0.197
H (21.845, -17.912, -1.196)  -0.019
H (20.431, -18.078, -2.181)  -0.816
H (18.753, -22.975, -1.310)  0.357
H (17.575, -21.682, -1.211)  0.062
H (17.976, -22.474, 0.289)  0.306

Output
frontier orbital gap: 7.713 eV
calculated total energy: -4035.00938 Eh
spin multiplicity: 1

3.
C37H72O13 | wB97M-V/def2-TZVPD

Last column: Mulliken charge in e.
Atoms and positions in Å:
C (-5.002, -1.618, -1.439)  -0.958
C (-3.593, -1.166, -0.732)  -0.038
C (-3.473, 0.432, -0.381)  -0.126
O (-2.047, 0.774, -0.263)  -0.145
C (-1.413, 0.146, 0.906)  -0.082
O (-1.927, 0.495, 2.272)  -0.364
C (-0.961, -0.129, 3.194)  0.286
O (-1.110, -0.935, 4.249)  -0.577
C (0.516, 0.312, 2.636)  0.640
C (1.360, -1.092, 2.716)  -0.983
C (0.223, 0.459, 1.027)  0.569
C (0.845, 1.726, 0.193)  -0.216
O (2.174, 1.415, -0.430)  -0.402
C (1.950, 0.629, -1.684)  -0.408
H (-5.134, -1.255, -2.553)  0.253
H (-4.977, -2.810, -1.499)  0.275
H (-5.949, -1.349, -0.774)  0.218
H (-2.641, -1.503, -1.368)  0.247
H (-3.477, -1.741, 0.307)  0.041
H (-3.880, 1.042, -1.323)  0.140
H (-4.133, 0.782, 0.534)  0.168
H (-1.403, -1.040, 0.992)  0.100
H (0.916, 1.225, 3.250)  0.310
H (0.676, -1.945, 2.289)  0.283
H (2.310, -1.047, 2.015)  0.110
H (1.649, -1.401, 3.826)  0.313
H (0.706, -0.520, 0.594)  -0.168
H (1.049, 2.617, 0.961)  -0.354
H (0.121, 2.182, -0.621)  0.304
H (2.707, 0.928, -2.539)  0.274
H (0.866, 0.788, -2.125)  0.144
H (2.052, -0.517, -1.394)  0.158
C (-7.523, -1.422, 2.885)  -1.205
C (-6.193, -1.619, 2.207)  0.664
C (-4.954, -1.332, 3.012)  -0.348
O (-6.123, -2.001, 1.039)  -0.541
H (-8.328, -1.667, 2.184)  0.344
H (-7.599, -2.084, 3.751)  0.295
H (-7.631, -0.379, 3.192)  0.323
H (-4.917, -1.990, 3.883)  0.219
H (-4.948, -0.285, 3.324)  0.348
H (-4.069, -1.518, 2.394)  -0.139
C (-3.923, 2.931, -4.373)  -0.981
C (-3.606, 1.518, -4.783)  0.790
C (-2.300, 1.278, -5.493)  -1.021
O (-4.384, 0.595, -4.547)  -0.625
H (-4.896, 2.954, -3.871)  0.290
H (-3.163, 3.296, -3.678)  0.217
H (-3.970, 3.573, -5.256)  0.464
H (-1.468, 1.569, -4.847)  0.269
H (-2.275, 1.845, -6.426)  0.350
H (-2.206, 0.212, -5.728)  0.259
C (-3.592, -2.098, 7.203)  -0.744
C (-4.908, -2.819, 7.324)  0.834
C (-5.257, -3.404, 8.667)  -1.178
O (-5.669, -2.927, 6.364)  -0.538
H (-3.474, -1.728, 6.178)  0.031
H (-3.572, -1.245, 7.886)  0.327
H (-2.771, -2.783, 7.424)  0.322
H (-5.310, -2.610, 9.415)  0.318
H (-4.509, -4.148, 8.953)  0.310
H (-6.234, -3.895, 8.606)  0.318
C (3.025, -5.316, 1.921)  -1.151
C (2.214, -4.544, 0.915)  0.771
C (1.985, -5.183, -0.428)  -1.148
O (1.756, -3.434, 1.181)  -0.465
H (3.109, -4.733, 2.845)  0.259
H (2.530, -6.263, 2.150)  0.361
H (4.029, -5.497, 1.530)  0.342
H (1.443, -6.124, -0.305)  0.352
H (2.943, -5.358, -0.925)  0.343
H (1.384, -4.512, -1.051)  0.264
C (1.249, -1.998, -5.905)  -0.921
C (0.438, -1.226, -6.911)  0.859
C (0.209, -1.865, -8.254)  -1.150
O (-0.020, -0.116, -6.645)  -0.538
H (1.333, -1.415, -4.981)  0.119
H (0.754, -2.945, -5.676)  0.326
H (2.253, -2.179, -6.296)  0.341
H (-0.333, -2.806, -8.131)  0.326
H (1.167, -2.040, -8.751)  0.346
H (-0.392, -1.194, -8.877)  0.292
C (5.703, 0.190, 0.916)  -1.106
C (5.941, -0.915, -0.078)  0.981
C (6.358, -0.519, -1.469)  -1.177
O (5.801, -2.096, 0.235)  -0.639
H (5.408, -0.243, 1.878)  0.268
H (6.621, 0.766, 1.059)  0.386
H (4.898, 0.840, 0.564)  0.304
H (7.305, 0.025, -1.433)  0.344
H (5.581, 0.099, -1.928)  0.301
H (6.494, -1.420, -2.077)  0.318
C (1.609, 6.871, 1.741)  -1.091
C (1.521, 5.622, 2.576)  0.917
C (0.206, 4.890, 2.594)  -0.984
O (2.487, 5.214, 3.219)  -0.576
H (2.617, 7.293, 1.824)  0.304
H (1.415, 6.632, 0.693)  0.290
H (0.890, 7.611, 2.103)  0.325
H (-0.051, 4.563, 1.583)  0.272
H (-0.576, 5.541, 2.993)  0.476
H (0.290, 4.008, 3.237)  0.146
C (-3.574, 7.887, -3.417)  -1.190
C (-3.257, 6.473, -3.827)  0.877
C (-1.952, 6.233, -4.537)  -0.889
O (-4.035, 5.550, -3.591)  -0.507
H (-4.548, 7.909, -2.916)  0.307
H (-2.814, 8.251, -2.722)  0.318
H (-3.621, 8.528, -4.301)  0.326
H (-1.119, 6.524, -3.892)  0.318
H (-1.926, 6.801, -5.471)  0.323
H (-1.857, 5.168, -4.772)  0.121
C (8.494, -2.916, 1.306)  -0.890
C (9.823, -3.114, 0.628)  0.830
C (11.062, -2.827, 1.433)  -1.089
O (9.894, -3.495, -0.540)  -0.572
H (7.689, -3.161, 0.605)  0.178
H (8.417, -3.578, 2.172)  0.417
H (8.385, -1.873, 1.613)  0.222
H (11.100, -3.485, 2.304)  0.311
H (11.068, -1.780, 1.745)  0.309
H (11.947, -3.013, 0.815)  0.304

Output
frontier orbital gap: 9.193 eV
energy above the lowest of the compared OMol25 structures with the same formula, charge and spin: 87.3 kcal per mole
SMILES: CCCO[C@@H]1OC(=O)[C@@H](C)[C@@H]1COC.CC(C)=O.CC(C)=O.CC(C)=O.CC(C)=O.CC(C)=O.CC(C)=O.CC(C)=O.CC(C)=O.CC(C)=O
calculated total energy: -2430.85050 Eh
spin multiplicity: 1

no.,molar mass (g/mol),HOMO energy (eV)
1,839.6,-8.18
2,1042.9,-7.54
3,725.0,-8.94